Density functional theory data (ωB97M-V with the def2-TZVPD basis set) for a structure of composition C25H57BaN2O8.

Atoms and positions in Å:
1 Ba -22.16 8.50 20.98
2 O -21.13 4.06 20.76
3 C -21.42 5.37 20.78
4 O -21.88 5.92 19.72
5 O -21.11 6.04 21.78
6 H -21.32 3.78 19.86
7 C -20.74 11.21 23.77
8 C -20.02 9.87 24.07
9 O -20.47 8.84 23.23
10 H -20.55 11.50 22.74
11 H -20.36 11.98 24.44
12 H -21.82 11.06 23.87
13 H -20.02 9.53 25.11
14 H -18.96 9.89 23.84
15 H -20.52 8.00 23.69
16 C -25.97 2.42 20.20
17 C -24.85 3.00 19.31
18 O -24.41 1.77 18.62
19 H -26.55 1.67 19.67
20 H -26.65 3.25 20.37
21 H -25.68 2.04 21.18
22 H -24.11 3.42 20.00
23 H -25.31 3.67 18.59
24 H -25.09 1.44 18.02
25 C -17.71 6.25 23.36
26 C -18.58 5.73 24.41
27 O -19.93 6.30 24.36
28 H -18.14 6.09 22.37
29 H -16.69 5.87 23.30
30 H -17.83 7.33 23.43
31 H -18.02 6.06 25.29
32 H -18.51 4.64 24.43
33 H -20.20 5.95 23.51
34 C -19.01 0.82 24.50
35 C -18.17 0.14 23.35
36 C -18.45 -1.40 23.28
37 C -17.88 -2.00 22.04
38 C -18.34 -1.26 20.75
39 C -18.14 0.29 20.73
40 N -18.47 0.84 22.13
41 O -18.30 2.21 22.26
42 C -16.70 0.73 20.28
43 C -19.24 0.87 19.68
44 C -16.65 0.36 23.66
45 H -20.08 0.59 24.49
46 H -18.82 1.88 24.59
47 H -18.79 0.57 25.54
48 H -18.22 -1.97 24.18
49 H -19.50 -1.59 23.06
50 H -18.05 -3.08 22.00
51 H -16.79 -2.05 22.07
52 H -19.32 -1.57 20.41
53 H -17.69 -1.61 19.94
54 H -16.45 0.68 19.22
55 H -16.47 1.72 20.67
56 H -15.87 0.11 20.61
57 H -20.24 0.49 19.92
58 H -19.21 1.96 19.66
59 H -18.90 0.63 18.67
60 H -16.45 1.35 24.07
61 H -16.01 0.27 22.78
62 H -16.24 -0.38 24.35
63 H -19.20 2.51 22.09
64 C -16.23 4.25 19.21
65 C -16.99 5.42 18.49
66 C -16.26 6.80 18.48
67 C -14.85 6.67 17.78
68 C -15.17 6.35 16.31
69 C -16.21 5.24 16.11
70 N -17.24 5.02 17.08
71 O -18.05 3.90 17.01
72 C -16.95 5.62 14.76
73 C -15.32 3.99 15.89
74 C -18.27 5.66 19.20
75 H -16.34 4.35 20.29
76 H -15.20 4.10 18.88
77 H -16.73 3.29 19.06
78 H -16.81 7.54 17.90
79 H -16.22 7.20 19.50
80 H -14.17 5.96 18.27
81 H -14.13 7.47 17.96
82 H -14.23 6.09 15.81
83 H -15.46 7.25 15.77
84 H -16.22 5.65 13.95
85 H -17.70 4.91 14.41
86 H -17.37 6.61 14.94
87 H -14.82 3.59 16.77
88 H -15.88 3.20 15.38
89 H -14.51 4.07 15.16
90 H -18.13 6.06 20.21
91 H -18.77 4.71 19.38
92 H -18.92 6.28 18.58
93 H -18.66 4.14 16.31

As for the charge: +2. The calculation puts the LUMO energy (alpha / beta) at -0.2344 / -0.3060 Ha. Its expectation value of S² is 0.7542. The maximum force comes out at 4.09 eV/A. As for the multiplicity: 2.

Charges computed using Löwdin, reported in e:
1. Ba 1.980
2. O 0.125
3. C -0.845
4. O -0.175
5. O -0.159
6. H 0.116
7. C -0.051
8. C -0.294
9. O -0.271
10. H 0.065
11. H 0.092
12. H 0.071
13. H 0.134
14. H 0.116
15. H 0.036
16. C -0.098
17. C -0.249
18. O -0.123
19. H 0.075
20. H 0.064
21. H 0.076
22. H 0.093
23. H 0.104
24. H 0.073
25. C -0.097
26. C -0.277
27. O -0.076
28. H 0.045
29. H 0.098
30. H 0.077
31. H 0.123
32. H 0.114
33. H 0.026
34. C -0.028
35. C -0.459
36. C -0.134
37. C -0.196
38. C -0.114
39. C -0.387
40. N -0.137
41. O -0.039
42. C -0.050
43. C -0.016
44. C -0.021
45. H 0.080
46. H 0.055
47. H 0.081
48. H 0.129
49. H 0.119
50. H 0.116
51. H 0.106
52. H 0.111
53. H 0.113
54. H 0.074
55. H 0.055
56. H 0.073
57. H 0.082
58. H 0.037
59. H 0.072
60. H 0.074
61. H 0.057
62. H 0.084
63. H 0.089
64. C 0.032
65. C -0.444
66. C -0.081
67. C -0.133
68. C -0.132
69. C -0.443
70. N 0.070
71. O 0.142
72. C 0.019
73. C 0.003
74. C -0.032
75. H 0.105
76. H 0.083
77. H 0.071
78. H 0.124
79. H 0.126
80. H 0.106
81. H 0.120
82. H 0.129
83. H 0.123
84. H 0.108
85. H 0.087
86. H 0.092
87. H 0.092
88. H 0.095
89. H 0.104
90. H 0.086
91. H 0.084
92. H 0.103
93. H 0.144

***

Density functional theory data (ωB97M-V with the def2-TZVPD basis set) for a structure of composition C25H58Br6O31S9.

Atoms and positions in Å:
1 O 3.87 0.60 1.79
2 S 3.80 1.99 2.29
3 O 3.60 2.34 3.68
4 O 5.15 2.74 1.78
5 C 6.33 2.41 2.44
6 C 7.47 3.16 1.71
7 C 2.70 2.94 1.22
8 H 6.47 1.32 2.41
9 H 6.25 2.73 3.48
10 H 7.52 2.97 0.64
11 H 8.47 2.99 2.11
12 H 7.31 4.21 1.95
13 H 3.03 3.97 1.34
14 H 1.71 2.90 1.67
15 H 2.61 2.43 0.26
16 O 2.52 5.04 -4.33
17 S 1.28 5.59 -3.85
18 O 0.02 5.17 -4.41
19 O 1.26 5.39 -2.18
20 C -0.05 5.37 -1.55
21 C 0.12 5.15 -0.06
22 C 1.30 7.45 -3.88
23 H -0.54 4.47 -1.91
24 H -0.64 6.23 -1.88
25 H 0.28 4.12 0.27
26 H -0.83 5.44 0.40
27 H 0.81 5.90 0.31
28 H 2.20 7.87 -3.44
29 H 0.52 7.81 -3.21
30 H 1.14 7.64 -4.94
31 O -3.87 -0.41 -2.66
32 S -4.84 -1.02 -1.77
33 O -4.48 -1.64 -0.49
34 O -6.04 0.11 -1.57
35 C -7.11 -0.24 -0.65
36 C -8.21 0.74 -0.83
37 C -5.82 -2.26 -2.75
38 H -6.55 -0.05 0.27
39 H -7.35 -1.30 -0.63
40 H -9.09 0.34 -0.33
41 H -8.40 0.80 -1.91
42 H -7.87 1.75 -0.59
43 H -5.86 -1.78 -3.73
44 H -6.77 -2.44 -2.24
45 H -5.18 -3.13 -2.85
46 O -2.43 -3.45 3.63
47 S -3.27 -4.20 2.73
48 O -3.37 -5.64 2.76
49 O -4.83 -3.49 2.82
50 C -4.91 -2.03 3.04
51 C -6.35 -1.54 3.19
52 C -2.84 -3.80 1.00
53 H -4.42 -1.44 2.27
54 H -4.29 -1.81 3.91
55 H -7.05 -2.20 2.69
56 H -6.49 -0.48 2.97
57 H -6.48 -1.80 4.24
58 H -3.69 -4.05 0.37
59 H -1.94 -4.40 0.85
60 H -2.65 -2.73 0.99
61 O -0.20 -1.94 1.88
62 S 0.54 -1.91 0.62
63 O 0.55 -2.96 -0.35
64 O 0.27 -0.52 -0.20
65 C -1.10 -0.27 -0.59
66 C -1.39 1.20 -0.50
67 C 2.36 -1.71 1.06
68 H -1.88 -0.56 0.11
69 H -1.31 -0.69 -1.58
70 H -1.38 1.40 0.58
71 H -2.38 1.37 -0.92
72 H -0.65 1.84 -0.98
73 H 2.78 -2.71 1.15
74 H 2.41 -1.06 1.94
75 H 2.75 -1.27 0.14
76 C 4.41 -4.44 3.93
77 Br 3.87 -6.32 3.81
78 Br 2.81 -3.22 4.30
79 Br 5.07 -3.94 2.11
80 H 5.23 -4.20 4.61
81 C -0.78 -0.76 5.09
82 Br -0.99 -0.68 6.96
83 Br 0.82 0.13 4.61
84 Br -2.35 0.13 4.31
85 H -0.76 -1.82 4.82
86 C -6.51 4.84 -1.12
87 C -5.67 5.99 -1.69
88 O -4.55 6.14 -0.88
89 S -4.21 4.71 -0.12
90 O -4.39 4.97 1.29
91 O -2.95 4.03 -0.51
92 O -5.54 3.89 -0.64
93 H -7.02 4.35 -1.95
94 H -7.20 5.11 -0.33
95 H -6.35 6.84 -1.76
96 H -5.44 5.79 -2.74
97 C 7.62 -2.60 -1.37
98 C 6.17 -2.41 -1.76
99 O 5.58 -1.99 -0.53
100 S 6.48 -0.80 0.20
101 O 6.46 -1.04 1.63
102 O 6.03 0.49 -0.39
103 O 7.87 -1.44 -0.64
104 H 8.43 -2.64 -2.10
105 H 7.88 -3.42 -0.69
106 H 5.80 -3.42 -1.89
107 H 5.97 -1.68 -2.54
108 C 3.84 1.79 -3.27
109 C 4.39 0.90 -4.47
110 O 3.32 0.07 -4.82
111 S 2.19 -0.12 -3.63
112 O 2.55 -1.15 -2.63
113 O 0.85 -0.23 -4.25
114 O 2.47 1.40 -3.12
115 H 3.96 2.87 -3.43
116 H 4.32 1.52 -2.34
117 H 5.23 0.29 -4.14
118 H 4.66 1.44 -5.37
119 C 0.87 -6.54 0.38
120 C 1.25 -7.85 -0.31
121 O 0.87 -8.86 0.54
122 S -0.46 -8.50 1.56
123 O -0.16 -8.85 2.93
124 O -1.77 -8.88 0.98
125 O -0.24 -6.90 1.25
126 H 0.71 -5.72 -0.32
127 H 1.69 -6.38 1.07
128 H 2.30 -7.98 -0.56
129 H 0.73 -7.90 -1.27

As for the charge: -1. The calculation puts the LUMO energy (alpha / beta) at 0.0411 / 0.0411 Ha. Its expectation value of S² is 0.7542. The maximum force comes out at 4.57 eV/A. As for the multiplicity: 2.

Atom charges from the Löwdin analysis, given in e for atoms 1 to 99:
1. O -0.305
2. S 0.665
3. O -0.292
4. O -0.286
5. C -0.283
6. C -0.054
7. C -0.100
8. H 0.094
9. H 0.118
10. H 0.072
11. H 0.072
12. H 0.070
13. H 0.073
14. H 0.060
15. H 0.075
16. O -0.287
17. S 0.645
18. O -0.284
19. O -0.279
20. C -0.271
21. C -0.058
22. C -0.098
23. H 0.103
24. H 0.114
25. H 0.066
26. H 0.069
27. H 0.084
28. H 0.067
29. H 0.054
30. H 0.063
31. O -0.277
32. S 0.681
33. O -0.300
34. O -0.279
35. C -0.290
36. C -0.057
37. C -0.087
38. H 0.111
39. H 0.111
40. H 0.090
41. H 0.083
42. H 0.075
43. H 0.065
44. H 0.054
45. H 0.072
46. O -0.300
47. S 0.684
48. O -0.283
49. O -0.276
50. C -0.308
51. C -0.065
52. C -0.103
53. H 0.084
54. H 0.039
55. H 0.073
56. H 0.073
57. H 0.074
58. H 0.063
59. H 0.063
60. H 0.032
61. O -0.327
62. S 0.628
63. O -0.302
64. O -0.257
65. C -0.276
66. C -0.075
67. C -0.122
68. H 0.098
69. H 0.118
70. H 0.088
71. H 0.069
72. H 0.073
73. H -0.005
74. H 0.014
75. H 0.040
76. C -1.503
77. Br 0.315
78. Br 0.285
79. Br 0.383
80. H -0.057
81. C -1.620
82. Br 0.584
83. Br 0.603
84. Br 0.564
85. H -0.023
86. C -0.168
87. C -0.218
88. O -0.171
89. S 0.730
90. O -0.240
91. O -0.243
92. O -0.200
93. H 0.132
94. H 0.133
95. H 0.134
96. H 0.131
97. C -0.213
98. C -0.170
99. O -0.266

***

The lowest charge belongs to which entry?
C25H58Br6O31S9